This record from the OMol25 dataset describes a structure of composition C14H12AuN6O8 in a non-equilibrium geometry. The level of theory is wB97M-V/def2-TZVPD.

Cartesian coordinates (Å):
Au: 0.1230 -0.3825 0.0917
O: 0.5799 0.5424 3.7073
C: 1.0376 -0.0340 2.7655
O: 0.3677 -0.9102 1.9775
C: 2.4848 0.0764 2.3955
C: 3.4878 -0.0315 3.3394
C: 4.8015 0.0129 2.9069
C: 5.1281 0.0579 1.5673
C: 4.1110 0.1311 0.6389
C: 2.7714 0.2381 1.0444
O: 1.8184 0.5538 0.1775
N: 4.4830 0.0693 -0.7916
O: 5.6569 0.1005 -1.0540
O: 3.6033 -0.0482 -1.6391
N: 5.8861 -0.0117 3.9077
O: 7.0223 -0.0005 3.4873
O: 5.5585 -0.0377 5.0734
H: 3.2701 -0.1304 4.3935
H: 6.1586 0.0297 1.2449
N: -3.8155 -1.5610 0.0489
C: -3.3049 -2.8413 -0.0314
C: -1.9609 -2.7109 -0.1144
N: -1.6591 -1.3666 -0.0911
C: -2.7976 -0.6914 0.0163
C: -2.7979 0.7616 0.0875
N: -1.6568 1.4101 0.0692
C: -1.9642 2.7419 0.1456
C: -3.3190 2.8889 0.2118
N: -3.8394 1.6200 0.1718
H: -4.7934 -1.3392 0.1386
H: -3.9288 -3.7166 -0.0264
H: -1.2007 -3.4677 -0.1900
H: -1.2030 3.5028 0.1452
H: -3.9397 3.7646 0.2816
H: -4.8201 1.3961 0.2036
C: 0.2291 1.2019 -2.5662
O: 0.6692 -0.0502 -1.9904
H: 0.4683 1.2010 -3.6272
H: 0.7113 2.0438 -2.0710
H: -0.8453 1.2652 -2.4339
H: 1.6494 -0.0396 -1.9318

## Properties
HOMO-LUMO gap in eV: 7.0
ΔE to the lowest compared entry with this formula, charge and spin in eV: 0.699
2S+1: 1
Energy in eV: -43711.990
Charge: +1
LUMO in hartree: -0.195

This record from the OMol25 dataset describes a structure of composition C18H27BrLaNO4P2 in a non-equilibrium geometry. The level of theory is wB97M-V/def2-TZVPD.

Cartesian coordinates (Å):
La: 0.8523 -0.4240 0.1597
P: -1.0151 -1.9739 -1.4125
C: -0.5967 -0.7091 -2.7316
C: -0.9131 0.7382 -2.3942
N: -0.3806 1.2404 -1.2420
C: -0.6284 2.5319 -0.9000
C: -1.3886 3.3528 -1.7170
C: -1.9102 2.8630 -2.9085
C: -1.6620 1.5357 -3.2465
C: -0.0887 3.0803 0.4025
P: 1.4176 2.2521 1.1148
H: -2.0488 1.0788 -4.1569
H: -1.5605 4.3762 -1.4008
H: -2.5112 3.4929 -3.5630
H: 0.1612 4.1443 0.2641
H: -0.8707 3.0195 1.1821
H: 0.5464 -0.8089 -2.8514
H: -1.0564 -1.0333 -3.6771
H: 3.0611 -0.4550 -1.5551
O: 2.2608 -0.7434 -2.1558
H: 2.4604 -0.3449 -3.0224
H: 3.0816 -0.8214 0.4806
O: 3.4345 -0.1141 -0.1357
H: 4.1459 0.3166 0.3752
C: 2.7135 3.2909 0.3590
H: 2.5434 4.3485 0.6033
H: 3.6972 2.9887 0.7426
H: 2.7181 3.1747 -0.7326
C: 1.3679 2.9246 2.8025
H: 2.0360 2.3152 3.4258
H: 1.6951 3.9732 2.8333
H: 0.3522 2.8404 3.2112
C: -2.7982 -1.7458 -1.1743
H: -3.3524 -2.4003 -1.8592
H: -3.0153 -2.0216 -0.1326
H: -3.1022 -0.7023 -1.3192
C: -0.9136 -3.5182 -2.3561
H: -0.8521 -4.3349 -1.6236
H: -1.8078 -3.6497 -2.9805
H: -0.0056 -3.5469 -2.9742
Br: 2.0284 -2.2057 4.1557
C: 0.2663 -2.8193 4.4866
C: 0.0690 -3.6806 5.5726
C: -1.2249 -4.0168 5.9964
C: -2.3326 -3.4980 5.3172
C: -2.1494 -2.6837 4.1971
C: -0.8597 -2.3871 3.7400
C: -0.6967 -1.6050 2.4859
O: -1.5236 -0.7493 2.0741
O: 0.3934 -1.8952 1.8161
H: 0.9290 -4.0825 6.1001
H: -1.3541 -4.6725 6.8602
H: -3.3427 -3.7277 5.6596
H: -3.0011 -2.2695 3.6557

## Properties
HOMO-LUMO gap in eV: 6.9
2S+1: 1
Energy in eV: -118252.620
Charge: +2
LUMO in hartree: -0.241

This record from the OMol25 dataset describes a cluster of 2 separate species, C5H17N2 in total in a non-equilibrium geometry. The level of theory is wB97M-V/def2-TZVPD.

Cartesian coordinates (Å):
C: -1.1666 -0.7581 2.3616
C: -0.7370 0.6262 1.9387
N: 0.6572 0.9126 2.4915
H: -2.2300 -0.9276 2.1921
H: -0.5867 -1.4952 1.8094
H: -1.0538 -0.8671 3.4420
H: -0.6844 0.8212 0.8709
H: -1.3435 1.4441 2.3224
H: 0.6870 0.8095 3.5057
H: 0.9469 1.8619 2.2611
H: 1.3293 0.2699 2.0702
C: 0.1514 -0.1909 -2.8384
C: 0.2869 -0.0776 -1.3248
C: 1.2522 -1.0143 -0.6135
N: -1.0244 0.5714 -3.2765
H: -0.0533 -1.2349 -3.0723
H: 1.0881 0.1034 -3.3180
H: -0.7370 -0.1148 -0.9456
H: 0.5784 0.9656 -1.0905
H: 2.2881 -0.7550 -0.8686
H: 1.0930 -2.0480 -0.9082
H: 1.2797 -0.8403 0.4618
H: -1.1901 0.3712 -4.2529
H: -0.8315 1.5669 -3.2181

## Properties
HOMO-LUMO gap in eV: 8.5
ΔE to the lowest compared entry with this formula, charge and spin in eV: 1.182
2S+1: 1
Energy in eV: -8434.193
Charge: +1
LUMO in hartree: -0.134

Number 1: HOMO -12.340 eV. Number 2: HOMO -13.491 eV. Number 3: HOMO -12.160 eV.